This record from the OMol25 dataset describes a 2-piece molecular cluster, C10H17O3 overall in a non-equilibrium geometry. The level of theory is ωB97M-V with the def2-TZVPD basis set.

```
30
Properties=species:S:1:pos:R:3:forces:R:3
O -3.3847 1.8585 1.2812 2.913 1.552 -1.038
O -2.3292 2.4097 0.9127 -3.467 -1.303 1.021
O 0.5060 -3.2045 -0.2315 0.206 -0.520 0.436
C 0.0995 1.4530 1.3549 0.264 -0.380 -0.254
C -0.5416 0.7301 -1.0283 0.052 0.221 0.783
C -0.3261 -0.3209 -2.0638 0.366 -0.750 0.000
C 0.5838 2.8216 1.1358 0.275 0.708 0.073
C 0.4023 -2.5297 -2.8835 0.068 -0.470 -0.915
C 0.3129 -1.4821 -1.8394 -1.035 0.932 0.241
C 0.3523 0.4986 0.2414 0.096 0.151 -0.584
C -0.3794 1.0400 2.6806 -0.219 -0.038 0.924
C 0.3165 -0.9651 0.6507 -0.068 0.303 -0.115
C 0.8394 -1.8501 -0.4791 0.279 0.573 0.519
H -0.7281 1.9195 3.2481 -0.044 -0.321 -0.190
H -0.7026 -1.2445 0.9444 0.072 -0.155 -0.243
H 1.3877 0.7175 -0.0804 -0.074 -0.132 -0.187
H 0.4310 0.6159 3.3053 -0.135 -0.049 -0.116
H 0.3636 3.4815 1.9865 -0.059 -0.078 -0.306
H -0.7774 -0.1485 -3.0468 0.272 -0.024 0.197
H 1.6809 2.8494 0.9960 -0.189 -0.010 -0.046
H 1.1707 -3.2701 -2.6659 -0.044 -0.010 0.037
H -0.5508 -3.0587 -3.0000 0.177 -0.053 0.192
H 0.6242 -2.1000 -3.8643 0.011 0.053 0.089
H -0.3587 1.7367 -1.4369 0.027 -0.286 0.073
H -1.1890 0.2885 2.6710 0.284 0.264 -0.077
H 0.9514 -1.0866 1.5358 -0.048 -0.158 -0.034
H -1.6007 0.7261 -0.7262 0.188 -0.029 -0.059
H 0.1455 3.2457 0.2185 0.139 0.131 0.203
H 1.9403 -1.7081 -0.4998 -0.181 -0.285 -0.040
H 0.7605 -3.4233 0.6831 -0.125 0.166 -0.583
```
Positions in Å, forces in eV/Å.

Its lowest unoccupied orbital energy (alpha / beta) is 0.7686 / -1.0459 eV. Its expectation value of S² is 3.76. Its multiplicity is 4. The calculation puts the frontier orbital gap (alpha / beta) at 7.57 / 7.70 eV. The relative energy (zero: lowest compared OMol25 entry of this formula, charge and spin) is 2.3 kJ/mol. The total charge is 0.

This record from the OMol25 dataset describes one molecule with the formula C10H17P in a non-equilibrium geometry. The level of theory is ωB97M-V with the def2-TZVPD basis set.

```
28
Properties=species:S:1:pos:R:3:forces:R:3
P 2.5236 0.5099 0.5274 0.544 1.362 -1.843
C -0.1777 -3.0565 0.4425 -3.088 0.824 0.158
C 0.5306 -1.8629 0.0766 3.962 1.600 -2.153
C -3.0603 1.5863 -0.1609 -0.680 -1.019 2.338
C 0.8430 0.5053 -0.2212 3.522 -1.646 -0.179
C -0.0011 -0.5005 0.4676 -0.729 -0.424 0.467
C 2.1739 -0.4529 -1.0399 -2.296 1.976 1.734
C 1.6538 -1.7949 -0.7207 -2.155 0.028 0.624
C -1.9980 0.9666 0.7842 -0.489 2.285 1.300
C 3.0699 2.2813 -0.2015 -1.330 -1.886 2.451
C -1.5066 -0.3024 0.2388 1.093 -3.016 -0.117
H -3.8486 0.8274 -0.2353 -0.216 0.323 0.078
H 0.1045 -0.3128 1.5284 0.371 -0.424 0.695
H 4.1440 2.3305 -0.3491 -0.037 0.203 0.120
H -2.3658 0.9539 1.8544 -0.094 -0.574 -1.169
H 2.5112 -0.1219 -2.0322 -0.156 -0.275 0.556
H 2.6876 2.8520 0.7408 0.750 -0.192 -2.243
H 0.4120 1.3715 -0.6463 -0.120 0.765 -0.647
H -2.7692 1.7502 -1.1361 1.323 0.132 -2.145
H 2.0027 -2.6924 -1.2021 0.476 -0.184 0.037
H -0.9226 -3.1695 -0.4180 0.620 -0.583 1.334
H 0.3184 -3.9639 0.7168 0.438 -0.309 -0.074
H 2.5001 2.3312 -1.1329 0.092 0.709 0.332
H -3.4832 2.5291 0.1462 -0.213 0.215 0.590
H -2.0068 -1.2724 0.5407 0.011 1.400 -0.112
H -1.4958 -0.3021 -0.8214 -0.884 0.171 -1.381
H -0.7338 -2.5937 1.2943 -0.233 -1.647 -0.122
H -1.1059 1.6037 0.9589 -0.482 0.188 -0.629
```
Positions in Å, forces in eV/Å.

Its lowest unoccupied orbital energy is 1.1163 eV. Its multiplicity is 1. Its SMILES is CCC[C@H]1C(C)=C[C@H]2[C@@H]1P2C. The calculation puts the frontier orbital gap at 8.95 eV. The relative energy (zero: lowest compared OMol25 entry of this formula, charge and spin) is 150.8 kJ/mol. The total charge is 0.

This record from the OMol25 dataset describes C10H18B11Br6ReSe4 as an isolated structure. The level of theory is ωB97M-V with the def2-TZVPD basis set.

```
50
Properties=species:S:1:pos:R:3:forces:R:3
Re 0.8927 1.2557 0.7885 0.240 0.060 -0.057
Br 0.2050 -1.1291 1.3967 0.009 -0.038 0.007
Br -1.5742 -4.7388 -3.3865 -0.007 0.035 0.033
Br -1.7651 -0.9327 -4.4104 0.001 -0.015 0.028
Br 1.1161 -2.1749 -2.2076 -0.045 0.014 0.019
Br -0.5955 1.0473 -1.3548 -0.081 -0.023 -0.036
Br -0.2013 -4.7924 0.2994 -0.019 0.021 -0.011
Se -0.3168 3.9587 3.2902 0.095 -0.098 -0.071
Se -0.9375 2.5203 1.5135 -0.158 0.135 0.151
Se -1.9784 5.5656 3.3128 -0.186 0.009 -0.108
Se -3.4350 5.2446 1.7653 0.083 0.053 0.095
C 2.3827 2.3466 -0.4491 0.005 -0.098 0.033
C 3.6054 -1.2193 0.3546 0.040 -0.006 0.025
C 2.8776 2.7085 3.3619 0.011 -0.007 0.013
C 2.4751 2.9158 0.8519 0.031 -0.027 -0.042
C 2.1846 3.1920 -1.6712 -0.018 0.073 0.012
C 3.0945 0.1741 0.5039 0.029 -0.096 -0.068
C -3.7880 -2.1046 -0.5119 -0.006 0.004 0.006
C 2.8148 0.7205 1.8022 0.094 -0.075 0.092
C 2.7117 2.1262 1.9953 -0.155 0.140 -0.014
C 2.7534 0.9590 -0.5912 -0.017 0.053 -0.020
B -1.9531 -3.3536 -2.1336 0.015 0.028 0.003
B -3.5509 -2.5456 -2.1330 0.026 0.001 -0.008
B -2.6032 -2.6607 0.5775 0.001 0.019 -0.025
B -1.1716 -1.7340 0.0758 -0.050 -0.004 0.053
B -3.3211 -0.8787 -1.5950 0.019 -0.023 0.012
B -1.5894 -0.6776 -1.2105 -0.021 0.041 -0.010
B -3.1126 -3.6361 -0.8041 0.010 -0.003 0.001
B -2.0686 -1.6010 -2.6460 -0.009 -0.045 -0.018
B -0.7078 -2.1676 -1.5708 0.027 -0.039 -0.061
B -2.7368 -0.9360 0.0962 0.006 -0.021 -0.011
B -1.3302 -3.4255 -0.4195 -0.018 -0.037 -0.030
H -4.8084 -2.0836 -0.1555 -0.003 -0.003 -0.004
H -3.7114 -4.6323 -0.6344 0.005 -0.005 0.000
H 2.9508 0.0916 2.6741 0.002 -0.008 0.002
H 1.5446 2.7085 -2.4067 0.015 -0.030 -0.009
H 3.9273 2.6019 3.6478 0.002 0.009 0.005
H 1.7659 4.1642 -1.4173 -0.023 -0.007 -0.008
H 2.8026 -1.9129 0.1026 -0.043 -0.015 0.009
H 2.7956 0.5367 -1.5877 0.002 0.007 -0.018
H 4.0851 -1.5598 1.2702 -0.006 0.003 -0.001
H 2.6390 3.7693 3.3855 0.008 -0.006 0.000
H -4.4412 -2.8172 -2.8498 0.005 0.000 -0.008
H 3.1556 3.3558 -2.1430 0.004 0.018 0.012
H -2.8592 -2.9923 1.6760 0.009 0.007 0.005
H 4.3267 -1.2578 -0.4614 0.014 0.001 0.000
H -3.0686 -0.1177 0.8779 0.009 -0.001 0.003
H -4.0545 -0.0286 -1.9437 0.009 0.010 0.003
H 2.2842 3.9769 0.9692 0.032 -0.004 0.018
H 2.2892 2.1707 4.1061 0.005 -0.007 0.000
```
Positions in Å, forces in eV/Å.

Its lowest unoccupied orbital energy (alpha / beta) is -11.9703 / -12.6752 eV. Its expectation value of S² is 0.97. Its multiplicity is 2. The calculation puts the frontier orbital gap (alpha / beta) at 5.42 / 4.64 eV. The total charge is +3.

This record from the OMol25 dataset describes a 3-piece molecular cluster, C10H18BF2O8 overall. The level of theory is ωB97M-V with the def2-TZVPD basis set.

```
39
Properties=species:S:1:pos:R:3:forces:R:3
F 0.7701 -1.7499 -3.5343 -0.080 0.050 -0.034
F -3.1128 -4.1425 2.5400 -0.002 0.067 -0.054
O -0.7131 -0.2064 0.3665 0.076 -0.145 0.028
O -1.7905 -5.4127 1.2258 0.006 -0.058 0.092
O 0.3380 -0.6806 -1.5877 0.085 -0.028 0.115
O -0.0708 -5.9002 -0.1493 -0.130 0.230 0.035
O -2.2122 2.3012 -0.6422 0.097 -0.209 -0.056
O -0.9667 4.3740 -0.3242 0.177 -0.010 -0.035
O -0.7810 -2.2817 -0.5134 -0.101 -0.017 0.137
O 0.1578 -4.3877 1.5033 0.034 0.088 -0.075
C -0.5250 -5.2769 0.7576 0.176 -0.204 0.096
C -0.4239 -0.9621 -0.4864 -0.020 -0.017 -0.082
C -0.3637 -2.8506 -1.7460 -0.025 -0.104 -0.202
C -0.7635 -3.7095 2.3699 -0.057 0.019 -0.043
C 1.7089 2.9982 -1.0072 0.073 -0.027 -0.045
C 1.3852 4.4883 -0.9074 0.089 0.097 0.121
C -1.8933 -4.7180 2.4584 0.028 -0.054 -0.031
C 0.7268 -1.8944 -2.1856 0.031 0.052 0.139
C 2.2946 2.4040 0.2782 -0.040 0.056 0.027
C 0.2654 4.8526 0.0816 -0.004 0.024 -0.058
B -1.5311 3.1495 0.3586 -0.191 0.137 0.153
H 1.0757 4.8580 -1.8924 0.028 -0.028 0.057
H -0.2836 -3.4920 3.3188 0.058 -0.077 -0.027
H 0.2366 5.9570 0.1354 -0.004 -0.067 0.032
H -1.7990 -5.4388 3.2740 -0.078 0.033 0.011
H 2.3030 5.0343 -0.6244 -0.112 -0.050 -0.044
H 2.9924 3.1056 0.7544 -0.022 -0.070 -0.087
H 1.4961 2.1897 0.9931 0.088 0.036 -0.068
H -1.1049 -2.7931 1.8905 -0.042 0.054 0.014
H 2.8425 1.4754 0.0800 -0.083 0.046 0.006
H -0.0302 -3.8720 -1.5892 0.056 0.003 0.036
H 2.4183 2.8472 -1.8344 -0.078 0.029 0.085
H -0.5981 2.5490 0.9130 0.004 0.003 0.028
H -1.5458 1.7125 -1.0102 -0.139 0.144 0.007
H 1.7291 -2.1550 -1.8373 0.014 -0.028 -0.115
H 0.5344 4.5014 1.0935 0.001 -0.017 -0.083
H 0.7933 2.4636 -1.2759 0.035 -0.008 0.041
H -2.3705 3.4871 1.2166 0.011 0.049 -0.079
H -1.1884 -2.8248 -2.4616 0.039 0.001 -0.042
```
Positions in Å, forces in eV/Å.

Its lowest unoccupied orbital energy is 2.2350 eV. Its multiplicity is 1. The calculation puts the frontier orbital gap at 5.74 eV. The total charge is -1.

This record from the OMol25 dataset describes C10H18Br8Cl6 as an isolated structure in a non-equilibrium geometry. The level of theory is ωB97M-V with the def2-TZVPD basis set.

```
42
Properties=species:S:1:pos:R:3:forces:R:3
Br -1.1057 -1.8739 -1.4504 -6.286 -7.286 -9.853
Br 3.2591 0.8831 3.2798 0.827 0.205 0.719
Br -0.9848 -1.8055 0.8048 -6.178 -0.059 6.326
Br -0.8454 1.6154 -1.9401 -5.254 2.269 -9.969
Br -2.5436 1.3202 0.6329 -2.155 -0.662 1.370
Br 0.1724 4.0737 -4.5203 -0.905 0.101 0.173
Br -0.2430 -1.7817 4.8893 1.975 -0.290 1.150
Br 1.7714 -2.1564 -5.3329 -0.683 0.213 1.124
Cl 1.4503 2.2191 -0.8738 1.591 0.364 2.174
Cl 3.2829 -3.3129 -0.1821 0.978 -1.164 -0.175
Cl 0.4965 -0.5746 -0.9177 5.009 15.902 8.990
Cl 0.4202 0.9532 1.6706 0.895 2.697 -3.699
Cl 3.2175 -0.4471 0.3130 -0.715 -1.709 -0.170
Cl 1.3158 -2.3531 1.6928 3.770 -1.574 0.317
C 1.6179 0.1841 3.9104 -0.898 -1.658 1.301
C -1.5796 -0.8925 2.4165 -0.944 1.114 0.569
C 0.2861 1.0779 -0.1097 3.762 -1.476 3.965
C -1.4053 3.4587 -2.1715 -1.592 0.424 -1.370
C -2.8547 -0.1131 2.0071 0.026 -0.776 -0.124
C 0.4722 -1.6394 -2.5947 -0.626 -2.524 -6.735
C 1.6082 -1.3174 4.2622 0.684 0.474 0.639
C -1.6076 3.9400 -3.6542 1.110 -0.809 1.509
C 0.2542 -2.2249 -3.9881 0.127 -0.904 -0.087
C 2.2733 -2.0278 0.2723 0.386 0.531 0.110
H 0.0351 -3.2907 -3.9246 -0.076 0.151 -0.261
H -0.7643 1.3422 -0.2318 1.948 -0.598 2.296
H 0.5115 -0.5508 -2.6349 0.425 -1.188 -2.640
H -3.5229 -0.8221 1.5182 -0.010 0.242 -0.248
H -3.4602 0.3947 2.7578 0.631 -0.066 0.346
H 1.4417 -1.9428 -0.4273 2.011 -0.815 0.538
H -2.4228 3.4284 -1.7818 -0.062 0.030 0.190
H 1.2858 -2.0549 -2.0001 0.315 -0.564 -1.345
H -1.6452 -1.5621 3.2740 -1.178 0.113 -0.958
H -2.1198 4.9014 -3.6169 0.348 0.063 -0.291
H 1.8128 -1.9210 3.3779 0.018 0.589 1.633
H 1.1881 0.7446 4.7406 0.382 0.278 -0.131
H -0.8575 4.1509 -1.5321 0.507 -0.312 -0.285
H -0.7977 -0.1875 2.6989 -0.927 -0.806 0.189
H -0.5581 -1.6776 -4.4664 0.130 -0.195 -0.008
H 1.0123 0.2717 3.0083 0.798 -0.777 2.373
H 2.3398 -1.6293 5.0075 -0.409 0.277 0.453
H -2.2071 3.1997 -4.1839 0.245 0.177 -0.105
```
Positions in Å, forces in eV/Å.

Its lowest unoccupied orbital energy is 0.1658 eV. Its multiplicity is 1. The calculation puts the frontier orbital gap at 7.84 eV. The relative energy (zero: lowest compared OMol25 entry of this formula, charge and spin) is 2156.1 kJ/mol. The total charge is 0.

This record from the OMol25 dataset describes C10H18Cl2N2STl as an isolated structure in a non-equilibrium geometry. The level of theory is ωB97M-V with the def2-TZVPD basis set.

```
34
Properties=species:S:1:pos:R:3:forces:R:3
Tl 1.1120 -1.0090 0.0704 -0.776 -1.041 -0.062
Cl 1.0139 -3.5399 -0.3293 0.073 -0.475 0.254
Cl 2.4897 0.6471 1.4059 0.698 0.737 1.255
S -1.0986 -0.7395 1.7333 -0.027 0.111 1.451
N 0.7375 -0.3451 3.6950 0.219 -0.197 -0.196
N -1.1518 0.6875 4.0600 -0.292 0.403 -0.089
C 1.1012 0.6915 4.6566 0.744 -0.517 -0.154
C 2.1740 -0.2601 -1.6733 -2.034 0.500 -0.446
C -1.6239 0.6877 -2.1399 -1.695 -1.560 -1.073
C -2.0536 -0.5296 -3.0517 0.207 0.050 -0.243
C -0.9201 -0.6493 -4.0723 0.178 -0.261 0.004
C 0.6798 0.0910 -2.1887 3.047 0.510 -2.380
C -0.2237 1.3706 4.9530 -0.403 0.259 0.333
C -0.4907 -0.1276 3.1948 -0.456 -0.537 -0.478
C 0.3032 -1.0118 -3.2612 0.631 1.202 0.702
C -0.4296 0.4593 -1.3494 -0.713 -1.635 4.525
H -0.1826 2.4436 4.7449 -0.025 -0.069 -0.003
H -0.4437 0.9285 -0.3169 0.732 0.294 -1.772
H -1.0418 -1.3540 -4.8939 -0.424 -0.425 0.111
H -3.0256 -0.4000 -3.5505 0.108 0.346 0.173
H 1.2339 -1.0337 -3.8187 -0.074 -0.511 -0.611
H -2.0805 1.0511 3.8651 0.621 -0.257 -0.188
H -2.4872 0.9868 -1.5705 -0.202 0.461 0.359
H 1.5473 0.2140 5.5315 -0.041 0.208 0.074
H 1.8310 1.3776 4.2155 -0.063 -0.123 -0.034
H -1.3647 1.4090 -2.9101 -0.305 1.019 -0.169
H -0.7683 0.3019 -4.5839 -0.011 0.284 0.088
H -0.4977 1.2350 5.9986 -0.178 0.027 0.056
H -2.1196 -1.4704 -2.4804 0.047 0.383 0.026
H 0.7894 1.1246 -2.5819 0.777 -0.375 -1.767
H 1.4690 -0.7637 3.1105 -0.554 0.572 0.191
H 2.6579 -1.1459 -2.1233 -0.265 0.838 -0.220
H 0.1061 -1.9899 -2.7767 0.445 0.510 0.039
H 2.7579 0.6629 -1.5623 0.012 -0.734 0.245
```
Positions in Å, forces in eV/Å.

Its lowest unoccupied orbital energy (alpha / beta) is 2.5556 / 2.5556 eV. Its multiplicity is 1. The calculation puts the frontier orbital gap (alpha / beta) at 4.93 / 4.93 eV. The relative energy (zero: lowest compared OMol25 entry of this formula, charge and spin) is 5.1 kJ/mol. The total charge is -1.